DFT (wB97M-V/def2-TZVPD) results for a 8-piece molecular cluster, C44H63F21N2O19S2 overall in a non-equilibrium geometry.

## Properties
energy	-6147.06105	Ha
HOMO-LUMO gap	8.01	eV
molecular weight	1387.075	g/mol
largest force on an atom	2.83	eV/A
HOMO	-8.168	eV

```
! RIJCOSX wB97M-V def2-TZVPD def2/J DEFGRID3
* xyz 0 1
C 3.899 -3.582 0.503
C 4.042 -2.043 0.202
N 2.737 -1.309 0.346
C 3.057 0.151 0.378
C 2.222 1.001 -0.617
C 0.659 0.972 -0.365
O 0.130 0.036 -1.313
C 0.041 2.368 -0.733
C -1.465 2.307 -1.172
C -2.410 1.659 -0.101
S -3.262 0.246 -0.911
C -3.240 -1.199 0.167
S -3.472 -0.970 1.794
N -3.012 -2.445 -0.483
C -1.588 -2.870 -0.404
C -1.271 -3.837 0.769
O -2.148 -4.973 0.685
C -3.449 -4.473 1.026
C -3.968 -3.510 -0.083
O 0.269 0.442 0.904
C 0.435 1.270 1.965
O 1.259 2.142 2.090
C 2.192 -1.769 1.618
C 2.930 -1.647 2.982
O 1.093 -2.279 1.618
H 4.174 -3.741 1.574
H 2.893 -3.993 0.289
H 4.690 -4.095 -0.093
H 4.819 -1.650 0.909
H 4.357 -1.941 -0.858
H 4.125 0.256 0.061
H 3.023 0.509 1.431
H 2.400 0.695 -1.668
H 2.534 2.071 -0.508
H 0.149 0.432 -2.197
H 0.151 3.156 0.041
H 0.614 2.738 -1.622
H -1.543 1.805 -2.161
H -1.798 3.363 -1.320
H -3.209 2.395 0.153
H -1.918 1.401 0.856
H -0.983 -1.944 -0.226
H -1.267 -3.248 -1.401
H -1.338 -3.321 1.761
H -0.214 -4.178 0.684
H -3.397 -3.971 2.017
H -4.144 -5.345 1.054
H -4.345 -4.041 -0.996
H -4.864 -2.992 0.342
H -0.258 1.088 2.828
H 2.334 -0.932 3.600
H 3.005 -2.612 3.516
H 3.925 -1.172 2.836
C 0.166 -9.078 -1.364
C 0.308 -8.313 -0.063
O 1.638 -8.436 0.477
C 2.582 -7.706 -0.119
O 2.407 -6.971 -1.050
C 3.929 -7.908 0.577
F 4.219 -9.209 0.755
F 3.944 -7.333 1.795
F 4.938 -7.372 -0.123
H 0.448 -10.123 -1.224
H -0.861 -9.031 -1.725
H 0.819 -8.672 -2.137
H -0.365 -8.734 0.684
H 0.043 -7.261 -0.180
C -8.772 4.911 1.908
C -7.272 4.832 2.103
O -6.610 4.369 0.912
C -6.489 5.260 -0.076
O -6.879 6.392 -0.041
C -5.745 4.637 -1.258
F -6.246 3.440 -1.600
F -4.440 4.443 -0.975
F -5.795 5.405 -2.353
H -9.164 3.947 1.579
H -9.265 5.197 2.837
H -9.036 5.641 1.142
H -7.042 4.104 2.881
H -6.852 5.789 2.420
C 1.506 5.609 1.670
C 2.698 6.503 1.943
O 3.736 6.303 0.965
C 3.528 6.851 -0.231
O 2.555 7.488 -0.537
C 4.726 6.574 -1.148
F 5.077 5.277 -1.134
F 5.805 7.278 -0.762
F 4.483 6.899 -2.426
H 1.816 4.564 1.619
H 0.755 5.719 2.453
H 1.040 5.850 0.713
H 3.134 6.248 2.909
H 2.416 7.557 1.985
C -7.287 0.446 -3.122
C -8.065 -0.681 -3.768
O -7.482 -1.954 -3.442
C -7.725 -2.410 -2.210
O -8.386 -1.853 -1.381
C -7.058 -3.770 -2.015
F -5.768 -3.754 -2.405
F -7.675 -4.730 -2.727
F -7.077 -4.167 -0.736
H -6.235 0.390 -3.407
H -7.686 1.415 -3.422
H -7.327 0.383 -2.034
H -8.015 -0.588 -4.853
H -9.120 -0.662 -3.490
C 7.469 -6.144 -0.158
C 8.733 -5.337 0.065
O 9.726 -5.626 -0.936
C 9.522 -5.076 -2.136
O 8.595 -4.375 -2.428
C 10.664 -5.442 -3.087
F 10.924 -6.762 -3.075
F 11.802 -4.809 -2.745
F 10.386 -5.105 -4.351
H 7.700 -7.210 -0.199
H 6.754 -5.965 0.643
H 6.994 -5.885 -1.105
H 9.177 -5.610 1.023
H 8.530 -4.265 0.097
C 2.234 8.353 -3.630
C 0.908 7.730 -4.015
O 0.454 8.199 -5.298
C 1.067 7.677 -6.363
O 1.945 6.861 -6.327
C 0.465 8.244 -7.651
F 0.377 9.585 -7.617
F -0.777 7.768 -7.857
F 1.196 7.923 -8.725
H 2.164 9.443 -3.657
H 2.533 8.038 -2.634
H 3.024 8.068 -4.327
H 0.144 8.023 -3.295
H 0.956 6.639 -4.009
C -0.592 -0.887 5.159
C 0.021 0.093 6.140
O -0.984 0.714 6.960
C -1.486 -0.040 7.943
O -1.163 -1.168 8.183
C -2.518 0.755 8.747
F -3.413 1.365 7.950
F -1.925 1.712 9.484
F -3.204 -0.027 9.587
H -1.356 -0.394 4.554
H 0.172 -1.300 4.499
H -1.080 -1.714 5.674
H 0.511 0.901 5.594
H 0.780 -0.380 6.766
*
```

Here are the Mulliken charges for atoms 1 to 99, given in e:
1. C -0.906
2. C -0.672
3. N 0.582
4. C -0.903
5. C -1.179
6. C 0.931
7. O -0.586
8. C -1.099
9. C -1.100
10. C -0.016
11. S -0.219
12. C 0.170
13. S -0.161
14. N 0.181
15. C 0.337
16. C 0.045
17. O -0.370
18. C -0.542
19. C -0.570
20. O 0.477
21. C -0.248
22. O -0.483
23. C -0.062
24. C -1.320
25. O -0.227
26. H 0.308
27. H 0.078
28. H 0.331
29. H 0.374
30. H 0.519
31. H 0.500
32. H 0.360
33. H 0.359
34. H 0.319
35. H 0.471
36. H 0.260
37. H 0.563
38. H 0.563
39. H 0.361
40. H 0.464
41. H -0.117
42. H -0.483
43. H 0.134
44. H 0.134
45. H -0.112
46. H 0.283
47. H 0.328
48. H 0.180
49. H 0.389
50. H 0.277
51. H 0.231
52. H 0.376
53. H 0.386
54. C -1.209
55. C 0.031
56. O -0.334
57. C 0.359
58. O -0.517
59. C 0.927
60. F -0.271
61. F -0.286
62. F -0.215
63. H 0.302
64. H 0.404
65. H 0.319
66. H 0.362
67. H 0.140
68. C -1.117
69. C -0.227
70. O -0.256
71. C 0.309
72. O -0.512
73. C 0.896
74. F -0.236
75. F -0.220
76. F -0.264
77. H 0.294
78. H 0.380
79. H 0.324
80. H 0.320
81. H 0.314
82. C -0.987
83. C -0.358
84. O -0.335
85. C 0.486
86. O -0.598
87. C 0.798
88. F -0.242
89. F -0.271
90. F -0.216
91. H 0.236
92. H 0.439
93. H 0.301
94. H 0.343
95. H 0.341
96. C -0.966
97. C -0.413
98. O -0.304
99. C 0.282


DFT (wB97M-V/def2-TZVPD) results for C35H50BrClF4FeGeN2O4PSi4 as an isolated structure.

## Properties
energy above the lowest of the compared OMol25 structures with the same formula, charge and spin	0.051	eV
energy	-10047.54177	Ha
HOMO-LUMO gap (spin up / spin down)	6.04 / 6.65	eV
molecular weight	1025.917	g/mol
largest force on an atom	0.76	eV/A
HOMO (spin up / spin down)	-5.974 / -7.171	eV

```
! RIJCOSX wB97M-V def2-TZVPD def2/J DEFGRID3
* xyz 0 6
Fe 0.813 0.567 -1.129
F -1.993 1.419 -7.578
C -1.967 1.195 -6.270
C -2.959 1.706 -5.457
F -3.950 2.414 -5.987
C -2.928 1.458 -4.092
F -3.948 1.936 -3.379
C -1.904 0.733 -3.498
P -1.736 0.435 -1.699
C -2.626 -1.126 -1.462
C -2.529 -1.717 -0.205
C -3.277 -2.846 0.092
C -4.095 -3.413 -0.878
C -4.166 -2.848 -2.142
C -3.443 -1.699 -2.431
C -2.797 1.658 -0.873
C -2.382 2.985 -0.848
C -3.144 3.942 -0.196
C -4.320 3.576 0.444
C -4.736 2.252 0.424
C -3.980 1.293 -0.233
C -0.926 0.216 -4.351
Br 0.487 -0.846 -3.676
C -0.950 0.437 -5.712
F -0.013 -0.060 -6.516
H -1.884 -1.274 0.546
H -3.210 -3.288 1.077
H -4.672 -4.300 -0.647
H -4.796 -3.289 -2.903
H -3.526 -1.256 -3.416
H -1.475 3.286 -1.347
H -2.810 4.971 -0.186
H -4.910 4.322 0.960
H -5.651 1.962 0.924
H -4.316 0.265 -0.244
O 0.359 4.573 -2.126
Cl 1.167 3.426 -1.914
O 2.552 3.727 -2.115
O 0.786 2.337 -2.831
O 0.954 2.874 -0.582
C 0.151 -0.651 4.929
Si 0.440 -1.440 3.243
C 1.840 -2.689 3.420
C -1.103 -2.451 2.856
Ge 0.857 0.184 1.514
Si 3.130 0.912 2.007
C 4.399 -0.484 2.143
C 3.853 2.187 0.823
C 3.108 1.813 3.670
Si -0.461 2.670 3.307
C -0.201 4.183 2.226
C -0.236 3.136 5.121
C -2.177 1.957 3.026
H -0.078 -1.440 5.652
H -0.695 0.038 4.909
H 1.021 -0.107 5.299
H 1.450 -3.570 3.940
H 2.669 -2.299 4.009
H 2.224 -3.010 2.450
H -1.237 -3.210 3.633
H -0.995 -2.967 1.901
H -2.003 -1.833 2.827
H 4.333 -1.212 1.333
H 4.292 -1.025 3.083
H 5.402 -0.047 2.126
H 4.077 1.807 -0.173
H 4.794 2.535 1.263
H 3.192 3.049 0.715
H 2.515 1.321 4.440
H 2.715 2.825 3.544
H 4.136 1.902 4.037
H 0.796 4.611 2.354
H -0.934 4.952 2.494
H -0.328 3.936 1.172
H 0.783 3.467 5.325
H -0.457 2.299 5.787
H -0.913 3.958 5.379
H -2.269 1.582 2.005
H -2.948 2.720 3.178
H -2.378 1.131 3.712
C 2.518 -4.143 -2.429
Si 1.009 -4.045 -1.320
C -0.559 -4.145 -2.334
C 1.049 -5.412 -0.041
C 1.066 -2.451 -0.397
C 1.128 -1.384 0.204
H 2.536 -5.095 -2.965
H 3.438 -4.071 -1.845
H 2.531 -3.344 -3.174
H -0.660 -5.138 -2.781
H -0.570 -3.410 -3.140
H -1.433 -3.966 -1.707
H 0.984 -6.395 -0.513
H 0.211 -5.313 0.653
H 1.969 -5.376 0.546
N 3.450 1.040 -2.712
C 4.668 0.569 -3.000
C 4.853 -0.572 -2.250
C 3.673 -0.707 -1.515
N 2.829 0.288 -1.788
H 3.045 1.929 -2.974
H 5.305 1.078 -3.703
H 5.714 -1.216 -2.236
H 3.385 -1.463 -0.805
*
```

Here are the Mulliken charges for atoms 1 to 99, given in e:
1. Fe 2.002
2. F -0.291
3. C 0.396
4. C 0.427
5. F -0.303
6. C 0.331
7. F -0.355
8. C -0.166
9. P 0.275
10. C 0.724
11. C 0.328
12. C -0.481
13. C -0.901
14. C -0.771
15. C -0.595
16. C 0.474
17. C -0.080
18. C -0.541
19. C -0.711
20. C -0.831
21. C -0.668
22. C -0.078
23. Br -0.144
24. C 0.311
25. F -0.327
26. H -0.474
27. H 0.452
28. H 0.365
29. H 0.402
30. H 0.415
31. H 0.058
32. H 0.478
33. H 0.391
34. H 0.430
35. H 0.427
36. O -0.696
37. Cl 1.812
38. O -0.744
39. O -0.734
40. O -0.574
41. C -1.060
42. Si 0.749
43. C -1.088
44. C -0.676
45. Ge 0.516
46. Si 0.854
47. C -1.093
48. C -0.883
49. C -1.061
50. Si 0.243
51. C -0.450
52. C -1.079
53. C -0.153
54. H 0.469
55. H 0.088
56. H 0.272
57. H 0.431
58. H 0.297
59. H 0.155
60. H 0.668
61. H -0.311
62. H 0.302
63. H 0.110
64. H 0.356
65. H 0.442
66. H 0.099
67. H 0.535
68. H 0.109
69. H 0.099
70. H 0.243
71. H 0.482
72. H 0.328
73. H 0.481
74. H -0.279
75. H 0.295
76. H 0.324
77. H 0.399
78. H -0.427
79. H 0.479
80. H 0.371
81. C -0.888
82. Si -0.476
83. C -0.343
84. C -1.075
85. C 0.367
86. C -1.575
87. H 0.416
88. H 0.292
89. H 0.214
90. H 0.530
91. H 0.153
92. H -0.096
93. H 0.357
94. H 0.308
95. H 0.315
96. N 0.192
97. C -0.481
98. C -1.363
99. C -0.617


Question: Among the records above, which one has the lowest molecular weight?
Answer: C35H50BrClF4FeGeN2O4PSi4


Question: The lowest largest force on an atom belongs to which entry?
Answer: C35H50BrClF4FeGeN2O4PSi4


Question: molecular weight of number 2 (C35H50BrClF4FeGeN2O4PSi4)?
Answer: 1025.917 g/mol